Entry 1:
99
Properties=species:S:1:pos:R:3:forces:R:3 method="wB97M-V/def2-TZVPD" homo_lumo_gap_ev="5.99 / 5.62" e_homo_ev="-6.824 / -6.805" total_charge=0 multiplicity=2 s2=0.75
Sr 0.0000 0.0000 0.0000 1.7 -2.1 -2.4
C -1.8195 3.7052 1.2340 -0.2 0.7 0.6
C -2.0091 2.7828 0.2360 -2.1 -0.6 2.5
N -1.5816 1.5816 0.6642 -2.6 0.3 0.3
N -1.1707 1.6895 1.9251 0.4 1.4 1.5
C -1.2602 2.9961 2.2708 0.2 0.5 0.7
B -0.4736 0.5827 2.8217 0.2 -0.4 0.7
N -0.9381 -0.9332 2.5220 -0.9 0.0 1.1
C -1.5967 -1.7114 3.4223 -0.6 -0.2 1.1
C -1.8320 -2.9543 2.8836 -0.4 -0.1 1.2
C -1.2958 -2.9019 1.6262 0.7 1.2 -0.5
N -0.7656 -1.6830 1.4311 -1.6 -1.7 -1.2
N 1.0715 0.8120 2.6129 0.3 0.6 1.3
C 1.9811 1.1947 3.5402 0.5 0.3 0.9
C 3.2012 1.3637 2.9273 0.3 0.2 0.9
C 2.9791 1.0823 1.6011 -1.2 -0.1 -0.4
N 1.6830 0.7656 1.4312 1.9 1.8 -0.6
N -0.8314 0.8221 4.3331 -0.6 0.6 -0.6
C -1.8433 1.5456 4.8646 -1.0 0.6 0.2
C -1.8176 1.4031 6.2340 -1.0 0.7 -0.1
C -0.7632 0.5577 6.4878 0.7 -0.6 -1.1
N -0.1928 0.2059 5.3218 1.4 -1.0 1.2
H -2.0410 4.7635 1.2032 0.1 -0.2 0.1
H -2.4151 2.9743 -0.7480 -0.7 -0.4 0.7
H -0.9432 3.4218 3.2137 0.1 -0.5 0.0
H -1.9041 -1.4243 4.4169 0.3 0.4 -0.2
H -2.3314 -3.7919 3.3517 0.1 0.2 0.0
H -1.2872 -3.6992 0.8953 0.2 0.4 -0.2
H 1.7979 1.3686 4.5885 -0.5 -0.3 -0.2
H 4.1313 1.6692 3.3875 -0.2 -0.1 0.0
H 3.7103 1.1197 0.8051 -0.4 -0.2 -0.2
H -2.5762 2.1183 4.3149 0.3 -0.2 -0.3
H -2.4921 1.8444 6.9549 0.1 0.0 -0.2
H -0.4400 0.2052 7.4584 0.3 -0.2 -0.4
F 3.8015 -3.8016 -1.9320 -0.2 0.2 1.4
C 3.9755 -3.9755 -0.5989 1.2 -1.2 -1.2
F 3.8037 -5.3297 -0.4066 -0.3 0.7 0.2
F 5.3296 -3.8036 -0.4066 -0.7 0.3 0.2
C 3.1925 -3.1925 0.4247 -0.4 0.4 1.7
C 3.5130 -3.5130 1.7737 0.0 0.0 0.1
C 2.9034 -2.9034 2.8715 0.9 -0.9 -0.7
C 1.9448 -1.9448 2.6423 -0.5 0.4 -1.6
N 1.5722 -1.5722 1.4134 3.0 -3.0 -3.0
C 2.2143 -2.2143 0.2431 -1.1 1.1 -0.3
S 1.7962 -1.7962 -1.6374 0.5 -0.5 3.6
H 4.2721 -4.2721 1.9655 -0.2 0.2 -0.1
H 3.1780 -3.1780 3.8825 0.0 0.0 -0.1
H 1.4376 -1.4376 3.4544 0.0 -0.1 0.1
C -1.3528 -2.8879 -3.2793 0.1 -0.3 -0.3
P -1.2776 -1.2776 -2.4149 -0.4 -0.1 1.1
C -0.8576 -0.1379 -3.7779 -1.7 -0.8 -2.1
N -1.5956 -0.3882 -4.8928 1.1 0.4 1.4
C -1.3547 0.3525 -5.9869 0.2 0.0 0.4
C -2.0961 0.1340 -7.1420 -0.8 0.1 -1.9
C -1.8741 0.8810 -8.2997 -0.7 -1.2 1.0
C -0.8930 1.8636 -8.3014 1.2 0.7 1.0
C -0.1443 2.0888 -7.1454 -0.1 0.8 -1.9
C -0.3596 1.3493 -5.9885 0.0 -0.1 0.4
N 0.3832 1.5935 -4.8960 -0.3 -1.1 1.4
C 0.1393 0.8588 -3.7784 0.7 1.6 -2.1
P 1.2711 1.2711 -2.4084 0.1 0.4 1.0
C 2.8852 1.3502 -3.2651 0.3 -0.1 -0.3
C 0.9171 3.0658 -1.9826 -0.2 1.0 -0.6
C -0.5508 3.1993 -1.5330 2.2 0.5 -1.6
C 1.8144 3.4476 -0.7834 0.0 -0.3 0.0
C 1.1771 4.0695 -3.1140 0.0 0.2 -0.2
C -3.0728 -0.9267 -1.9908 -0.9 0.2 -0.4
C -3.2007 0.5307 -1.5065 -0.4 -0.5 -0.4
C -4.0722 -1.1531 -3.1332 -0.2 0.1 -0.2
C -3.4662 -1.8504 -0.8156 0.3 0.0 0.0
H -2.0132 -2.8921 -4.1499 0.0 0.2 0.1
H -1.6907 -3.6745 -2.5985 0.1 0.2 0.1
H -0.3533 -3.1687 -3.6270 0.0 0.1 0.2
H -2.8631 -0.6366 -7.1367 0.1 0.1 0.1
H -2.4657 0.6926 -9.1919 0.1 0.0 0.2
H -0.7071 2.4539 -9.1950 0.0 -0.1 0.2
H 0.6252 2.8570 -7.1430 -0.1 -0.1 0.1
H 2.8900 2.0075 -4.1380 -0.2 0.0 0.1
H 3.1720 0.3508 -3.6081 -0.1 0.0 0.2
H 3.6669 1.6944 -2.5817 -0.2 -0.1 0.1
H -0.7860 2.5221 -0.7038 2.1 0.9 -1.7
H -1.2467 2.9844 -2.3514 0.1 0.1 -0.1
H -0.7652 4.2186 -1.1900 0.3 0.0 0.0
H 1.6535 2.7832 0.0745 0.0 0.1 -0.2
H 1.6044 4.4696 -0.4457 -0.1 -0.1 -0.2
H 2.8791 3.4051 -1.0406 -0.1 0.0 0.0
H 0.5207 3.9109 -3.9738 0.1 -0.1 0.1
H 2.2130 4.0421 -3.4660 -0.1 -0.1 0.0
H 0.9910 5.0945 -2.7696 0.0 -0.1 0.1
H -2.9756 1.2447 -2.3063 -0.2 -0.1 -0.2
H -2.5279 0.7417 -0.6672 -0.9 -0.6 -0.3
H -4.2211 0.7430 -1.1655 0.0 -0.1 0.0
H -3.9130 -0.4679 -3.9702 0.1 -0.1 0.1
H -5.0988 -0.9805 -2.7863 0.1 0.0 0.1
H -4.0409 -2.1766 -3.5189 0.1 0.1 0.0
H -2.8038 -1.7166 0.0484 -0.2 0.0 -0.2
H -3.4319 -2.9086 -1.0992 0.0 0.1 0.0
H -4.4878 -1.6406 -0.4764 0.1 0.1 -0.2
H -1.3810 1.3810 -1.3810 0.8 -0.9 -1.0

=====

Entry 2:
9
Properties=species:S:1:pos:R:3:forces:R:3 method="wB97M-V/def2-TZVPD" homo_lumo_gap_ev=9.39 e_homo_ev=-9.135 total_charge=0 relative_energy_kcal_mol=57.24 multiplicity=1
C -0.0269 -1.0645 -1.4133 -0.6 -0.3 -1.3
O 0.6083 -2.0498 -1.6406 0.4 -0.1 0.3
H -1.1054 -1.0455 -1.3736 -1.1 -0.7 0.6
H 0.3000 -0.0525 -1.4864 1.4 1.1 0.2
N -0.1717 1.4336 1.2609 1.7 0.6 -1.4
S 0.8250 -0.0281 1.4966 -0.8 0.2 0.4
H 0.5653 2.1071 0.9683 -1.0 0.0 0.2
H -0.6120 1.1573 0.3727 -0.1 0.8 0.3
H -0.3827 -0.4575 1.8154 0.1 -1.5 0.6

=====

Entry 3:
61
Properties=species:S:1:pos:R:3:forces:R:3 method="wB97M-V/def2-TZVPD" homo_lumo_gap_ev="5.83 / 5.63" e_homo_ev="-6.726 / -6.533" total_charge=0 relative_energy_kcal_mol=104.85 multiplicity=1
P -0.6838 2.3314 0.6005 1.6 3.6 1.1
P -1.1652 -0.0707 -1.9178 0.6 1.7 -0.9
C -2.0316 2.3762 -0.6932 0.1 -0.3 -0.2
C -2.4911 1.0001 -1.1953 -0.3 0.2 -0.3
H -1.6678 3.0331 -1.5013 -0.2 -0.5 0.1
H -2.8907 2.8824 -0.2431 0.1 0.0 0.1
H -3.0063 0.4469 -0.3817 0.0 0.3 -0.1
H -3.2048 1.1339 -2.0179 -0.3 0.0 0.3
C -0.8449 1.0248 -3.3794 -0.2 -0.3 -0.3
H -0.1838 0.4856 -4.0691 -0.1 0.2 0.1
H -0.4009 1.9955 -3.1367 -0.1 -0.4 0.1
H -1.8185 1.1874 -3.8621 0.3 0.1 -0.1
C -2.2959 -1.2392 -2.8367 -0.4 0.1 -0.8
H -2.4580 -0.7809 -3.8133 -0.2 -0.2 0.0
H -3.2992 -1.3402 -2.3768 0.3 -0.1 -0.4
H -1.7878 -2.2069 -3.0039 -0.4 0.2 0.1
C -0.4644 4.1576 0.8824 -0.7 0.4 -0.3
H 0.1182 4.3253 1.7896 -0.1 0.0 -0.1
H -1.4594 4.6005 1.0142 0.3 0.0 0.0
H 0.0141 4.6712 0.0408 -0.1 -0.2 0.3
C -1.9246 2.2627 2.0348 -0.6 -0.6 0.2
H -2.7747 1.6255 1.7745 0.0 -0.1 0.3
H -2.2983 3.2782 2.1926 -0.1 -0.3 0.0
H -1.4870 1.9232 2.9763 -0.2 0.0 -0.2
Sr -2.0459 -2.1410 -0.3488 1.5 -2.2 1.9
C 1.1775 1.2999 -1.3111 0.0 -1.4 -1.0
C 0.8492 2.5961 -0.8189 -0.7 0.1 -0.4
C 2.1668 3.2989 -0.4395 -0.2 0.1 0.4
C 2.7568 2.8526 0.9369 0.8 1.1 -1.4
C 1.8195 2.3907 1.9524 0.0 -0.5 -0.4
C 0.7773 1.4606 1.7316 -0.9 -1.1 0.9
C 0.8862 0.1312 0.9239 0.1 0.0 0.6
C 1.6465 0.2387 -0.4018 0.4 -0.5 0.6
C -1.1275 -2.8384 2.1926 -0.7 0.4 -1.2
H 1.4108 1.1434 -2.3648 0.0 0.1 0.1
H 0.2998 3.2180 -1.5473 0.4 -0.2 0.0
H 2.0345 4.3895 -0.4771 -0.1 -0.2 0.3
H 2.9029 3.0855 -1.2442 -0.3 0.0 0.4
H 3.5094 2.0930 0.7219 0.2 -0.2 0.1
H 3.3054 3.7312 1.2918 0.1 -0.3 0.2
H 2.0582 2.7041 2.9453 -0.4 0.2 0.6
H 0.2995 1.2578 2.7230 0.3 -0.1 -1.0
H -0.1650 -0.2294 0.7764 0.6 0.2 0.0
H 1.3270 -0.6466 1.5742 0.0 0.3 -0.4
H 2.7042 0.4285 -0.1581 0.0 -0.2 0.0
H 1.6168 -0.7362 -0.8984 0.1 0.1 0.0
H -1.7904 -3.6675 2.4952 0.1 0.4 0.2
H -1.3685 -1.9013 2.7244 0.1 -0.5 0.4
H -0.0879 -3.1429 2.3739 -0.2 0.2 -0.1
F 1.8349 -6.7139 2.5636 -0.2 0.5 -0.8
C 1.5080 -5.9200 1.5139 0.0 -0.3 0.1
C 0.2250 -5.9829 0.9688 -0.4 -0.4 0.7
F -0.6811 -6.8260 1.5338 0.6 0.7 -0.5
C -0.1310 -5.1205 -0.0487 -0.1 1.3 -0.2
F -1.4930 -4.8885 -0.2992 1.2 -0.7 -0.1
C 0.7931 -4.2242 -0.6447 0.4 -1.0 1.3
S 0.4143 -3.1929 -1.9540 -0.9 0.7 -0.3
C 2.0801 -4.1767 -0.0394 -0.9 0.4 -0.6
F 2.9184 -3.1934 -0.4379 -0.1 -0.8 0.3
C 2.4254 -5.0002 1.0096 0.8 0.0 0.7
F 3.6492 -4.8811 1.6034 -1.0 -0.2 -0.5

=====

Entry 4:
18
Properties=species:S:1:pos:R:3:forces:R:3 method="wB97M-V/def2-TZVPD" homo_lumo_gap_ev=9.69 e_homo_ev=-13.395 total_charge=+1 relative_energy_kcal_mol=47.80 multiplicity=1
O -3.6285 -1.0506 2.9105 1.0 0.8 -0.4
C -2.7137 -0.5419 2.3079 -0.9 -1.4 0.5
H -2.7966 -0.3167 1.2474 -0.3 0.4 -0.6
H -1.7054 -0.4168 2.7170 0.2 0.2 0.6
C 1.6144 1.9043 -0.3686 0.5 -1.8 -1.1
C 0.9959 0.7753 -1.2160 0.3 -0.6 0.3
N 0.5313 -0.3470 -0.2725 0.0 0.7 0.4
C -0.1322 -1.5548 -0.8466 0.4 -0.3 -0.8
H 2.5295 1.5238 0.0795 0.2 0.1 0.0
H 1.8812 2.7274 -1.0185 -0.2 0.3 0.2
H 0.9672 2.1279 0.4347 -0.9 0.9 0.7
H 0.1164 1.0668 -1.7939 0.3 0.0 0.0
H 1.7609 0.2601 -1.8079 -0.4 0.5 -0.4
H -0.0149 0.1183 0.4601 -0.2 -0.4 -0.1
H 1.3779 -0.6692 0.1827 0.2 -0.1 0.4
H -0.9483 -1.2831 -1.5149 0.1 0.2 0.2
H -0.4742 -2.2408 -0.0759 0.0 0.3 0.2
H 0.6391 -2.0831 -1.4249 -0.3 0.2 0.1

=====

Entry 5:
115
Properties=species:S:1:pos:R:3:forces:R:3 method="wB97M-V/def2-TZVPD" homo_lumo_gap_ev=6.62 e_homo_ev=-7.624 total_charge=0 multiplicity=1
C 4.9546 3.2797 -1.3465 0.2 -0.4 -0.6
O 5.9645 2.2146 -1.5138 -0.3 0.0 0.8
C 6.3514 1.6347 -0.2451 -0.5 0.1 0.4
C 6.9637 0.1873 -0.3707 -0.6 2.1 -2.3
N 6.0548 -0.5584 -1.3407 1.1 -2.2 1.5
H 5.2358 -0.6819 -0.7627 -0.9 -0.1 -0.4
H 5.8354 0.0183 -2.1403 -0.1 0.4 -0.3
C 6.5581 -1.9866 -1.7760 -0.4 1.3 -0.8
C 7.6240 -1.8632 -2.9277 0.7 -0.8 1.7
O 8.8493 -1.3117 -2.4573 -1.8 0.7 1.2
C 9.9365 -1.4683 -3.2972 1.1 -1.1 -0.2
H 4.0263 2.9069 -0.9138 0.2 -0.3 0.4
H 4.6519 3.6599 -2.3222 0.5 -0.4 -0.3
H 5.3124 4.1607 -0.8136 0.3 -0.4 0.4
H 5.4759 1.6667 0.4034 -0.2 -0.4 0.1
H 7.0876 2.2492 0.2731 0.2 0.1 -0.2
H 7.0426 -0.3727 0.5611 0.1 0.2 -0.2
H 7.8830 0.3521 -0.9327 0.3 -0.6 0.5
H 5.6913 -2.5669 -2.0922 -0.3 0.6 -0.9
H 6.7163 -2.5997 -0.8888 1.4 0.7 0.3
H 7.3013 -1.2821 -3.7916 -0.5 -0.1 0.0
H 7.8554 -2.8932 -3.1987 -0.4 -0.2 -0.5
H 9.6933 -1.4527 -4.3596 0.0 0.8 -0.1
H 10.3785 -2.4551 -3.1593 0.0 -0.4 0.1
H 10.7153 -0.7911 -2.9467 -0.2 0.4 -0.6
C -2.1034 -2.0368 1.7122 2.2 2.2 -0.1
F -1.7063 -3.1762 2.2598 0.0 -0.5 0.0
F -2.2384 -2.1956 0.3845 -0.1 -0.4 0.1
F -3.2497 -1.6836 2.2245 -1.4 -0.1 0.3
S -0.8349 -0.5936 2.0592 0.2 1.3 0.2
O -1.0901 -0.1943 3.4553 0.1 -0.9 -1.3
O 0.4734 -1.2121 1.8237 -0.7 -0.1 0.1
O -1.1615 0.4768 1.0929 0.0 -1.5 0.7
C -6.7642 2.5263 -3.3223 -1.0 -0.2 -2.5
C -7.5233 2.5954 -2.0384 1.5 0.7 1.4
N -8.3335 3.8076 -1.8748 -0.3 1.0 1.5
C -9.3387 3.9795 -2.8886 0.8 0.0 -1.0
C -10.2281 5.2017 -2.8117 -1.2 0.6 0.5
C -9.0656 3.8897 -0.5847 1.1 0.3 0.7
C -8.1759 3.6808 0.6389 -0.2 -1.1 -0.5
H -6.2955 1.5804 -3.5939 0.0 -0.2 0.8
H -6.0252 3.2912 -3.5609 -0.1 0.3 0.7
H -7.5051 2.6316 -4.1148 0.1 0.0 -0.5
H -8.0288 1.6672 -1.7718 -0.5 -0.2 -0.4
H -6.6893 2.6561 -1.3392 -0.4 0.1 0.8
H -8.7862 4.0799 -3.8228 -0.3 -0.3 -0.2
H -9.9128 3.0530 -2.8917 -0.7 -0.2 -0.5
H -9.8436 6.1219 -2.3718 0.9 -0.1 -0.3
H -10.6283 5.4554 -3.7933 0.3 -0.1 -0.2
H -11.1285 5.1019 -2.2055 -0.1 -0.7 0.2
H -9.8910 3.1779 -0.5991 -0.3 -0.3 0.2
H -9.4935 4.8727 -0.3881 -0.2 0.2 -0.9
H -7.3130 4.3466 0.6287 0.0 -0.1 -0.1
H -7.8894 2.6314 0.5704 0.6 0.1 0.5
H -8.7065 3.7925 1.5845 -0.2 0.2 -0.1
N 4.3203 -5.7578 3.5736 1.2 -0.7 0.2
C 4.0829 -7.0143 3.1442 -1.5 -1.8 -1.4
C 5.2193 -7.8199 3.1809 -0.7 0.9 0.7
C 6.2021 -7.0031 3.7716 -0.2 0.8 -0.6
C 5.6211 -5.7626 3.9511 2.0 0.9 0.9
H 3.6859 -4.9725 3.6024 0.1 -0.4 0.0
H 3.0837 -7.2230 2.7914 0.1 -0.3 0.0
H 5.4123 -8.8573 2.9506 -0.7 0.1 -0.2
H 7.2366 -7.2912 3.8867 -0.1 0.3 0.3
H 6.1121 -4.8844 4.3437 -0.2 0.1 0.0
N -4.2383 8.2215 -2.0169 -0.4 2.1 -0.6
C -4.4155 9.5745 -2.3954 -0.2 -1.1 0.3
C -3.1825 10.1791 -2.4222 -0.3 -0.1 0.1
C -2.2242 9.2127 -2.0489 -0.5 -1.3 -0.2
C -2.9171 8.0229 -1.8192 1.3 0.2 -0.3
H -4.9763 7.5319 -2.0198 0.3 0.1 0.2
H -5.4125 9.9466 -2.5797 0.2 0.0 0.0
H -2.9498 11.2015 -2.6811 -0.3 0.0 0.0
H -1.1518 9.3019 -2.1398 -0.1 0.0 0.4
H -2.5055 7.0408 -1.6387 -0.2 0.1 0.2
N 0.7098 -0.7708 -4.4994 1.4 0.5 -0.2
C 1.5470 0.0753 -5.1982 -0.5 -0.5 -1.1
C 2.3372 -0.7322 -6.0461 -0.1 2.9 0.9
C 2.1143 -2.0297 -5.6777 -0.5 -1.8 0.0
C 1.1124 -2.0480 -4.7384 -0.8 -0.7 0.4
H -0.0516 -0.4416 -3.9231 0.3 -0.4 0.1
H 1.3858 1.1367 -5.0812 0.2 0.0 -0.4
H 2.9880 -0.4080 -6.8447 0.1 0.2 0.3
H 2.5923 -2.8708 -6.1577 -0.2 -0.2 0.3
H 0.6173 -2.8677 -4.2391 0.1 0.0 -0.1
N 1.1729 5.7593 4.5996 1.0 0.2 0.2
C 2.4391 5.7657 5.1181 0.6 0.0 -0.1
C 2.9878 7.0251 4.9384 0.1 -0.7 0.6
C 2.0457 7.8272 4.2824 -1.5 -1.2 0.0
C 0.9188 6.9931 4.0890 0.1 1.4 -0.2
H 0.6069 4.9233 4.5701 -0.1 0.4 -0.2
H 2.8960 4.8547 5.4754 -0.1 0.1 0.2
H 3.9185 7.3787 5.3569 0.1 -0.2 -0.2
H 2.1908 8.8782 4.0807 -0.4 -0.1 -0.2
H -0.0691 7.2195 3.7158 0.2 0.1 -0.1
N -1.8049 -11.4500 -3.8435 0.8 -0.6 0.4
C -2.3054 -10.2578 -3.4196 1.2 0.6 0.7
C -1.2838 -9.6215 -2.7063 -1.8 0.8 -0.9
C -0.1273 -10.3907 -2.7867 0.0 -2.0 0.2
C -0.4890 -11.6032 -3.3860 -0.4 1.4 -0.6
H -2.2810 -12.0894 -4.4638 0.1 0.1 0.3
H -3.2906 -9.8773 -3.6457 0.1 -0.3 0.0
H -1.4615 -8.6593 -2.2493 0.4 0.0 0.0
H 0.8511 -10.1825 -2.3795 -0.2 0.0 0.1
H 0.1019 -12.4878 -3.5724 -0.2 0.1 -0.2
N -1.2827 -3.2877 8.6923 0.5 0.4 -0.1
C -0.2319 -4.0532 9.1301 -1.3 -0.4 0.3
C -0.8221 -5.0441 9.8884 0.8 -1.5 -0.4
C -2.2348 -4.9500 9.8415 0.5 1.2 0.0
C -2.4758 -3.7835 9.1478 -0.3 0.2 -0.3
H -1.1311 -2.4961 8.0835 -0.5 -0.1 0.2
H 0.7739 -3.8758 8.7788 -0.1 0.0 0.3
H -0.3308 -5.9277 10.2682 0.3 0.2 0.2
H -2.9400 -5.6310 10.2946 0.0 0.3 0.0
H -3.3790 -3.2185 8.9705 0.0 -0.2 -0.1

=====

Calculated total energy in order - -93510.99923; -15488.63764; -66107.34071; -7872.21810; -80496.40950 eV
Calculated maximum force in order - 0.1001; 0.0444; 0.0793; 0.0417; 0.0614 hartree/bohr